# C23H16CoO9

C23H16CoO9 as an isolated structure (ωB97M-V/def2-TZVPD, the Open Molecules 2025 dataset).

* total charge: -2
* calculated total energy: -80169.8342 eV
* strongest force on any atom: 0.008 hartree/bohr
* LUMO energy (spin up / spin down): 0.1676 / 0.1676 Eh
* spin multiplicity: 2
* expectation value of S²: 0.757

CARTESIAN COORDINATES (ANGSTROEM)
Co -0.0890 -0.2348 -2.3616
O -1.5967 3.6354 -1.1476
O -0.8374 1.6992 -1.9676
O -0.0643 -0.4189 -0.3780
O 1.7843 -0.6979 -2.5187
O -1.2269 -1.9664 -2.0717
O 1.2558 -0.4879 -5.9788
O 3.2957 -1.0614 -4.1236
O -0.0962 -0.1530 -4.2333
O -1.8134 -3.4831 -0.5160
C 1.8355 2.4473 -1.3424
C -0.8502 -1.4526 0.2435
C 0.7269 3.2085 -0.9854
C -1.3429 -2.4104 -0.9006
C -4.4500 0.0931 2.0446
C -0.6955 2.8312 -1.4169
C -2.5988 0.3592 0.5260
C -3.9771 -1.1714 2.3836
C 1.1214 -2.3651 3.3866
C 0.9116 4.3401 -0.1929
C 3.1067 2.8096 -0.9080
C 0.9532 -3.1371 0.7301
C -2.1035 -0.8881 0.8902
C 1.0320 -0.4642 -4.7809
C -3.7630 0.8495 1.1108
C 1.8913 -3.7206 1.5650
C 3.2807 3.9325 -0.1128
C 0.0813 -2.1641 1.2140
C 1.9760 -3.3411 2.8997
C 2.1716 -0.7701 -3.7524
C 0.1827 -1.7790 2.5448
C -2.8166 -1.6599 1.8086
C 2.1767 4.7000 0.2448
H 3.9544 2.2022 -1.2010
H -2.1148 0.9440 -0.2461
H -4.5206 -1.7834 3.0944
H -4.1202 1.8265 0.8093
H 0.9001 -3.4272 -0.3112
H 4.2718 4.2127 0.2266
H 2.3056 5.5789 0.8673
H -0.4791 -1.0130 2.9327
H 2.5648 -4.4707 1.1683
H 1.7276 1.5671 -1.9641
H 2.7087 -3.8018 3.5524
H -5.3570 0.4761 2.4985
H -0.0594 0.3974 0.1364
H -2.4602 -2.6534 2.0477
H 0.0318 4.9163 0.0638
H 1.1847 -2.0506 4.4220

Atom charges from the Löwdin analysis, given in e for atoms 1 to 8: 0.634 -0.017 -0.066 -0.034 -0.099 0.001 0.024 0.022

# C4H10N2O2

A 2-piece molecular cluster, C4H10N2O2 overall (ωB97M-V/def2-TZVPD, the Open Molecules 2025 dataset).

* calculated total energy: -11379.7742 eV
* strongest force on any atom: 0.080 hartree/bohr
* LUMO energy: -0.1128 Eh

CARTESIAN COORDINATES (ANGSTROEM)
O 3.2135 -0.3550 0.4396
O -2.5342 0.0369 0.9874
N 1.4849 1.1566 -0.5341
N -1.6519 -0.4998 -1.1102
C -2.1541 -0.9501 0.2183
C -0.6256 0.2916 -1.2199
C 0.3299 0.6083 -0.2085
C 0.3501 0.3105 1.2709
H -2.9715 -1.6689 -0.0467
H 0.4635 1.3012 1.7576
H 3.9487 -0.8414 0.0699
H 2.3595 0.5250 -0.1571
H 1.2499 -0.2244 1.5701
H -0.5869 -0.0568 1.6725
H -2.4696 -0.2141 -1.6571
H -0.5073 0.5964 -2.2586
H -1.3201 -1.5441 0.6867
H 1.4210 1.5282 -1.4807

Atom charges from the Löwdin analysis, given in e for atoms 1 to 8: -0.324 -0.186 0.185 0.135 -0.497 0.035 -0.226 -0.010

# CH2O7S2

An isolated ion of composition CH2O7S2 and charge -2 (ωB97M-V/def2-TZVPD, the Open Molecules 2025 dataset).

* total charge: -2
* calculated total energy: -37072.3576 eV
* strongest force on any atom: 0.069 hartree/bohr
* SMILES string: O=S(=O)([O-])C(O)S(=O)(=O)[O-]
* LUMO energy: 0.2336 Eh

CARTESIAN COORDINATES (ANGSTROEM)
S 0.9861 -1.3372 -0.0768
S -2.1216 -0.8111 0.0303
O 2.0665 -1.2447 0.9348
O -2.5506 -1.1993 -1.3006
O 0.2976 -2.6098 -0.0419
O -2.7864 0.5012 0.3699
O 1.5364 -1.0123 -1.4281
O -2.3165 -1.8254 1.0824
O -0.0222 0.9885 -0.7846
C -0.2136 -0.0725 0.1944
H 0.3841 0.4594 -1.5148
H -0.3236 0.4740 1.1280

Atom charges from the Löwdin analysis, given in e for atoms 1 to 8: 0.410 0.449 -0.418 -0.397 -0.369 -0.475 -0.410 -0.417

# C6F18LiN3O12S6

C6F18LiN3O12S6 as an isolated structure (ωB97M-V/def2-TZVPD, the Open Molecules 2025 dataset).

* total charge: -1
* calculated total energy: -149388.6225 eV
* strongest force on any atom: 0.147 hartree/bohr
* LUMO energy (spin up / spin down): 0.0585 / -0.1277 Eh
* spin multiplicity: 2
* expectation value of S²: 0.765

CARTESIAN COORDINATES (ANGSTROEM)
S -1.3960 2.5293 0.7872
S -0.5470 -0.7745 -2.8347
S 0.6953 -3.0958 -2.1938
S -3.1125 3.6426 -0.7191
S 1.8335 -0.5829 3.4995
S 2.9110 -1.9020 1.5203
F -2.5650 3.4819 3.1382
F -5.0693 2.7657 -2.2597
F 3.6398 1.2101 2.3247
F 1.2602 -4.0634 1.5061
F 0.4121 1.5688 -3.8371
F 2.5173 -3.8651 3.2707
F 2.9164 1.7415 4.2785
F 0.3248 -5.3234 -3.5310
F 3.4485 -4.4988 1.3721
F 1.6004 -0.1645 -4.4311
F -1.2644 4.9001 1.9922
F 1.6875 2.0073 2.5628
F -5.1858 4.9478 -1.6891
F 1.1714 -5.7093 -1.5798
F -0.4930 3.2306 3.1557
F -0.9265 -5.3245 -1.8432
F -0.3414 0.0436 -5.3707
F -5.6562 3.4361 -0.2475
O 2.0224 -2.8643 -2.7143
O 2.8391 -1.3148 4.3351
O 3.0174 -1.8212 0.1042
O 0.0422 -0.2708 -1.5831
O -0.4458 3.1645 -0.1437
O -2.7548 4.9807 -0.2198
O -2.3296 3.2476 -1.9046
O 0.3745 -2.7189 -0.8534
O 0.6072 -0.2248 4.2320
O 4.2220 -1.6168 2.1388
O -1.9524 -0.3847 -3.1400
O -1.0107 1.2124 1.2444
N -0.3891 -2.5059 -3.1660
N 1.5251 -1.0428 2.0820
N -3.1183 2.4963 0.3194
C -1.4393 3.6925 2.3957
C 2.6025 1.2140 3.1507
C 2.4836 -3.7600 1.9313
C 0.2893 -4.9791 -2.2747
C -4.9212 3.7034 -1.3165
C 0.3388 0.2341 -4.2166
Li 0.1360 -0.6428 0.7277

Atom charges from the Löwdin analysis, given in e for atoms 1 to 8: 0.766 0.744 0.542 0.612 0.582 0.679 0.129 0.164

# C4H3Br4O2P

C4H3Br4O2P as an isolated structure (ωB97M-V/def2-TZVPD, the Open Molecules 2025 dataset).

* calculated total energy: -297746.9062 eV
* strongest force on any atom: 0.078 hartree/bohr
* LUMO energy: -0.0294 Eh

CARTESIAN COORDINATES (ANGSTROEM)
Br 2.5252 2.1214 -1.2506
Br -2.6086 0.4730 -1.7309
Br -3.1790 2.1570 0.9798
Br 4.8192 0.0230 -0.4152
P 0.3855 -0.0555 -1.0758
O 0.0396 1.2932 1.2883
O 2.3665 -1.6652 -0.2330
C -0.3880 0.7114 0.3491
C 2.9815 0.5975 -0.1756
C -2.4580 0.5655 0.2508
C 2.0679 -0.5349 -0.3655
H -3.0761 -0.2228 0.5495
H 3.1592 1.0054 0.8193
H -0.4018 -1.2455 -0.9538

Atom charges from the Löwdin analysis, given in e for atoms 1 to 8: 0.704 0.517 0.624 0.702 0.874 0.028 0.050 -0.565

# C4H8N2O

A 2-piece molecular cluster, C4H8N2O overall (ωB97M-V/def2-TZVPD, the Open Molecules 2025 dataset).

* calculated total energy: -9301.1305 eV
* strongest force on any atom: 0.007 hartree/bohr
* SMILES string: NC(=O)CN1C=C1.[H][H]
* LUMO energy: 0.0322 Eh

CARTESIAN COORDINATES (ANGSTROEM)
O 2.4671 0.5812 0.7470
N -0.6501 -0.6891 1.4094
N 1.0658 0.4438 -1.0281
C 1.5007 0.0631 0.2227
C -1.7355 -1.1736 0.5091
C -1.4998 0.0771 0.4535
C 0.7019 -1.0422 0.9025
H 0.6274 -1.8946 0.2095
H -0.7427 2.2755 -1.3232
H 0.4660 -0.1700 -1.5582
H 1.7170 1.0108 -1.5546
H 1.2863 -1.3213 1.7785
H -1.6721 1.1048 0.1887
H -1.2478 2.8216 -1.3221
H -2.2843 -2.0871 0.3654

Atom charges from the Löwdin analysis, given in e for atoms 1 to 8: 0.055 -0.064 0.134 -0.525 -0.039 -0.057 -0.144 0.117

# C6H20BFO2Rb

C6H20BFO2Rb as an isolated structure (ωB97M-V/def2-TZVPD, the Open Molecules 2025 dataset).

* total charge: -1
* calculated total energy: -14690.8031 eV
* strongest force on any atom: 0.039 hartree/bohr
* LUMO energy: 0.0702 Eh

CARTESIAN COORDINATES (ANGSTROEM)
Rb -1.6023 0.0126 -0.2246
F -4.2905 0.5457 0.5173
O 0.0780 0.9732 1.9103
O 0.6711 -2.7405 -1.8273
C 2.8200 -2.1942 -1.0244
C -1.9367 1.8302 3.1401
C -0.4689 2.0188 2.7196
C 0.4599 2.2589 3.8913
C 1.8458 -1.9823 -2.1829
C 1.4957 -0.5082 -2.3400
B -2.0219 -1.0369 -3.0650
H -3.0034 -0.7799 -3.6387
H -1.2776 -1.5432 -3.8127
H 0.1288 3.0713 4.5437
H -1.5544 -0.0615 -2.6812
H 2.2031 -2.3994 -3.1295
H 3.6466 -1.5071 -1.2620
H 2.4366 -1.9071 -0.0514
H 1.4804 2.5165 3.5943
H -2.1312 0.7769 3.3473
H 0.7186 -0.3428 -3.0879
H -0.4696 2.9097 2.0736
H 0.5184 1.3570 4.5072
H -2.3112 -1.7161 -2.1805
H -0.0883 -2.4057 -2.3585
H 0.6571 1.4436 1.3031
H 2.3350 0.1151 -2.6699
H 3.2294 -3.2010 -1.0773
H -2.5736 2.2597 2.3732
H -2.1308 2.3256 4.0923
H 1.1360 -0.0890 -1.3996

Atom charges from the Löwdin analysis, given in e for atoms 1 to 8: 0.928 -0.898 -0.155 -0.086 -0.060 -0.034 -0.496 -0.069

# H19O9

A 9-piece molecular cluster, H19O9 overall (ωB97M-V/def2-TZVPD, the Open Molecules 2025 dataset).

* total charge: +1
* calculated total energy: -18727.4421 eV
* strongest force on any atom: 0.186 hartree/bohr
* LUMO energy: -0.1062 Eh

CARTESIAN COORDINATES (ANGSTROEM)
O -0.1104 -0.3196 1.9300
O -1.1823 -2.7866 -3.0262
O -1.1083 1.6818 -0.2465
O 3.3009 -1.1525 1.6285
O 1.8142 1.3135 3.1588
O 0.0283 0.3913 -3.4868
O -2.9418 -1.5196 -0.1409
O 0.5965 3.1110 1.0786
O -0.5234 -0.8148 -0.7974
H -0.3338 1.3378 -3.3408
H -0.4465 0.0205 -0.0266
H 0.5395 0.4923 -4.3195
H 1.3329 3.1185 1.5013
H -2.7545 -2.4945 -0.4382
H 2.6098 -1.6768 1.1485
H 0.5562 3.7729 0.3605
H -3.7007 -1.3081 -0.6448
H -0.5316 -2.4739 -3.6340
H 0.6830 -0.4816 2.5877
H 3.9777 -1.4360 0.9436
H -1.7513 1.9520 0.4826
H 1.4452 0.8796 3.8954
H -0.1270 0.6185 1.8583
H -0.8079 -0.3360 -1.6841
H -1.2989 -1.1955 -0.5874
H 2.8320 1.2591 3.4040
H -0.7921 -3.5420 -2.3824
H -0.4216 2.2570 0.0914

Atom charges from the Löwdin analysis, given in e for atoms 1 to 8: -0.071 -0.097 -0.059 -0.100 -0.072 -0.090 -0.033 0.045

# C5H4O6

A 2-piece molecular cluster, C5H4O6 overall (ωB97M-V/def2-TZVPD, the Open Molecules 2025 dataset).

* total charge: -2
* calculated total energy: -17533.1995 eV
* strongest force on any atom: 0.063 hartree/bohr
* LUMO energy: 0.2293 Eh

CARTESIAN COORDINATES (ANGSTROEM)
O 2.3266 1.0674 0.6476
O 0.0003 2.4316 -1.7578
O -0.3262 0.5604 -2.8973
O -0.5705 1.5118 1.3942
O 2.1693 -1.0249 -0.3170
O -0.5586 -0.9854 -1.0781
C -0.2278 1.1957 -1.7973
C 2.0994 0.0223 0.1782
C -0.6457 0.4252 0.7475
C -0.3940 0.3173 -0.5800
C -0.8733 -0.9022 1.7122
H -0.2281 -0.9103 -2.0506
H 0.0087 -1.0982 2.3198
H -1.0910 -1.8353 0.9480
H -1.6891 -0.7754 2.5305

Atom charges from the Löwdin analysis, given in e for atoms 1 to 8: 0.151 -0.096 -0.133 -0.158 0.141 -0.152 -0.668 -0.478

# C3H2N4

An isolated molecule of C3H2N4 (ωB97M-V/def2-TZVPD, the Open Molecules 2025 dataset).

* calculated total energy: -9099.3793 eV
* strongest force on any atom: 0.101 hartree/bohr
* LUMO energy: -0.0194 Eh

CARTESIAN COORDINATES (ANGSTROEM)
N 0.1366 -1.2463 -0.0129
N -0.4430 1.3952 -0.1439
N -1.5528 1.2453 -0.0994
N -2.1404 -2.1447 0.5097
C 0.8047 1.1913 0.0444
C 0.9498 -0.2769 -0.2491
C -1.0981 -1.5291 0.5603
H 1.4746 2.1007 0.0200
H 1.8686 -0.7354 -0.6290

Atom charges from the Löwdin analysis, given in e for atoms 1 to 8: 0.046 -0.130 0.279 0.107 -0.099 -0.142 -0.305 0.129